No. 1
Below is a cluster of 2 separate species, C3H12N3O in total at a distorted geometry, with properties calculated with ωB97M-V with the def2-TZVPD basis set.

Geometry as XYZ:
```
19
Properties=species:S:1:pos:R:3:forces:R:3
N 1.40245 -0.08167 1.87021 -0.1 -0.3 -0.1
C 0.58525 -1.16206 2.43109 0.2 0.1 0.1
N 1.19460 -1.83956 3.56166 0.0 0.0 -0.2
H 1.05333 0.11852 0.93704 0.1 0.2 0.2
H 1.28769 0.75957 2.42246 0.0 0.1 0.0
H -0.39787 -0.81644 2.75434 -0.2 0.0 0.0
H 0.43730 -1.89442 1.63673 0.0 0.0 0.0
H 2.11188 -2.15981 3.27062 0.0 0.0 0.1
H 1.34733 -1.18394 4.31876 0.0 0.0 0.0
C -0.75899 1.76096 -3.22983 0.0 -0.2 -0.2
N -1.56998 0.70968 -2.61427 0.2 0.1 0.4
C -0.82358 -0.05632 -1.63346 -0.3 0.3 -1.0
O -0.23547 0.61774 -0.61748 0.0 0.0 0.1
H -0.56370 2.60727 -2.57077 0.1 0.0 0.1
H -1.23037 2.11998 -4.14340 -0.2 0.0 0.1
H 0.19685 1.33122 -3.53555 0.0 0.0 0.1
H -2.36567 1.13070 -2.14780 -0.1 0.0 -0.1
H -0.02726 -0.57866 -2.19525 0.1 -0.1 0.3
H -1.48393 -0.83750 -1.23744 0.1 -0.2 0.2
```
Forces are in eV/Å.

The calculation puts the frontier orbital gap (alpha / beta) at 10.02 / 7.11 eV. The multiplicity is 2. For the energy above the lowest of the compared OMol25 structures with the same formula, charge and spin, the calculation gives 12.0 kcal per mole. The max |F| is 1.1 eV/A. For the calculated total energy, the calculation gives -9820.8448 eV. The expectation value of S² is 0.7540. The calculation puts the HOMO energy (alpha / beta) at -9.1 / -9.1 eV.

=====

No. 2
Below is a cluster of 2 separate species, C3H12N3O in total at a distorted geometry, with properties calculated with ωB97M-V with the def2-TZVPD basis set.

Geometry as XYZ:
```
19
Properties=species:S:1:pos:R:3:forces:R:3
C 1.99421 0.43458 2.68479 0.5 -0.3 -1.6
O 2.49150 -0.12179 1.42321 -0.6 0.2 0.7
H 3.24398 -0.65679 1.67478 0.3 -0.2 -0.2
H 1.26369 1.18042 2.39238 -0.1 0.2 0.2
H 2.85711 0.90803 3.14317 -0.3 0.1 0.7
H 1.49728 -0.33992 3.26269 0.2 0.0 0.3
C 0.70692 0.23741 -1.01573 -0.1 1.1 0.2
C -1.69581 -0.37531 -1.15745 -0.5 0.5 -0.4
N -2.09003 0.46495 -0.15409 1.1 0.2 0.3
N -0.44058 -0.49466 -1.53872 0.1 0.0 0.5
N -2.64959 -1.07443 -1.75782 1.0 -0.3 -0.8
H -1.29062 0.78791 0.37886 -0.2 0.0 0.1
H -2.63055 1.27921 -0.41213 -0.5 -0.3 -0.2
H -0.20989 -1.20660 -2.21315 -0.1 -0.1 0.0
H -2.43343 -1.59606 -2.59275 -0.1 0.0 0.0
H -3.60077 -0.87213 -1.59837 -1.0 0.1 0.5
H 1.54492 -0.43750 -0.92858 0.2 0.2 -0.1
H 0.54903 0.69950 -0.05395 -0.3 -0.8 0.8
H 0.89262 1.18316 -1.53715 0.3 -0.7 -0.9
```
Forces are in eV/Å.

The calculation puts the frontier orbital gap at 10.45 eV. The total charge is +1. For the energy above the lowest of the compared OMol25 structures with the same formula, charge and spin, the calculation gives 38.6 kcal per mole. The max |F| is 1.7 eV/A. For the calculated total energy, the calculation gives -9817.1373 eV. The calculation puts the HOMO energy at -13.5 eV.

=====

No. 3
Below is a cluster of 2 separate species, C3H12N3O in total, with properties calculated with ωB97M-V with the def2-TZVPD basis set.

Geometry as XYZ:
```
19
Properties=species:S:1:pos:R:3:forces:R:3
C 0.43297 1.52290 1.11122 0.2 0.2 0.1
C -0.42716 1.83673 0.13851 -0.2 -0.1 0.0
N -1.34098 1.01836 -0.42555 0.3 -0.2 -0.3
N 1.27133 2.60565 1.68785 -0.2 -0.3 0.0
H 0.57603 0.56777 1.57679 0.0 -0.2 0.0
H -0.44648 2.85706 -0.21240 -0.1 0.3 -0.1
H -1.75479 1.31295 -1.29380 0.0 0.1 0.0
H -1.16473 0.02345 -0.37228 0.0 -0.1 0.3
H 2.24319 2.31150 1.77029 0.1 0.0 0.0
H 0.95624 2.87662 2.62286 0.0 0.1 0.0
H 1.25743 3.43477 1.09511 0.0 0.1 0.0
N -0.86187 -3.24388 -1.55501 0.0 0.3 0.3
C 0.10192 -2.23139 -1.24353 -0.4 -0.4 0.0
O -0.01166 -1.66063 0.08316 0.1 0.2 -0.1
H -0.66746 -4.11057 -1.07672 0.0 -0.1 0.0
H -1.79979 -2.95344 -1.29488 0.1 0.0 -0.2
H 1.09528 -2.64881 -1.37213 0.1 0.0 -0.1
H -0.03814 -1.39754 -1.92608 0.1 0.1 -0.1
H 0.57869 -2.12151 0.68660 -0.1 -0.1 0.0
```
Forces are in eV/Å.

The calculation puts the frontier orbital gap at 9.15 eV. The total charge is +1. For the energy above the lowest of the compared OMol25 structures with the same formula, charge and spin, the calculation gives 57.6 kcal per mole. The max |F| is 0.5 eV/A. For the calculated total energy, the calculation gives -9816.3140 eV. The calculation puts the HOMO energy at -12.6 eV.

=====

No. 4
Below is a cluster of 3 separate species, C3H12N4 in total, with properties calculated with ωB97M-V with the def2-TZVPD basis set.

Geometry as XYZ:
```
19
Properties=species:S:1:pos:R:3:forces:R:3
C -0.18459 -1.75087 0.31665 0.0 -0.1 -0.8
C -0.66527 0.91230 -0.06136 0.2 -0.1 0.4
C -0.64349 2.42232 -0.13502 0.1 -0.1 0.0
N -1.49250 -2.06065 0.23044 0.3 0.1 0.0
N 0.72723 -2.09494 -0.56213 0.0 0.5 0.3
H 0.16242 -1.26891 1.21668 0.0 0.1 0.1
H 0.42712 -2.37510 -1.48734 -0.1 0.0 0.1
H -2.12863 -1.47384 0.75049 0.1 -0.1 0.1
H -1.85623 -2.37247 -0.65855 0.1 0.0 0.1
H 1.64759 -1.45798 -0.45258 -0.2 -0.1 0.3
H -1.00375 0.45486 -0.98974 0.1 -0.1 -0.1
H -1.30472 0.58028 0.76553 0.0 0.0 0.1
H -1.61212 2.85345 -0.41831 0.1 0.0 0.0
H -0.37298 2.86050 0.83252 0.0 0.0 0.0
H 0.09262 2.76673 -0.86868 0.0 0.0 0.0
N 1.54505 0.78476 -0.18316 -0.4 0.4 -0.4
N 2.36468 -0.18326 0.10486 0.0 -0.2 0.2
H 2.78218 -0.09218 1.04270 -0.3 -0.2 -0.1
H 1.51540 1.49501 0.55700 0.1 0.0 -0.1
```
Forces are in eV/Å.

The calculation puts the frontier orbital gap (alpha / beta) at 6.47 / 6.47 eV. For the energy above the lowest of the compared OMol25 structures with the same formula, charge and spin, the calculation gives 121.3 kcal per mole. The max |F| is 0.8 eV/A. For the calculated total energy, the calculation gives -9261.0446 eV. The calculation puts the HOMO energy (alpha / beta) at -5.8 / -5.8 eV.

=====

No. 5
Below is a cluster of 2 separate species, C3H12NO in total, with properties calculated with ωB97M-V with the def2-TZVPD basis set.

Geometry as XYZ:
```
17
Properties=species:S:1:pos:R:3:forces:R:3
C 2.42150 -0.36491 -1.38117 0.5 0.1 0.5
N 1.50129 -0.96480 -0.35813 0.4 0.0 0.1
H 2.86915 0.51863 -0.90941 -0.2 -0.2 -0.3
H 1.88047 -0.09303 -2.27831 -0.1 0.0 0.0
H 3.22522 -1.06897 -1.59347 -0.2 0.0 -0.1
H 2.05794 -1.25502 0.44973 -0.1 0.2 0.0
H 0.81407 -0.23321 -0.03461 -0.1 -0.2 0.2
H 1.03045 -1.81520 -0.66396 -0.1 0.2 -0.3
C -1.58804 0.89756 0.22589 -0.7 -0.4 -0.4
O -0.19239 0.93057 0.57764 0.0 0.0 -0.1
C -2.40972 0.02284 1.15752 0.1 0.1 0.2
H -1.66321 0.52485 -0.80442 0.3 0.0 0.2
H -1.98869 1.90650 0.18588 0.1 0.2 0.1
H -0.05954 1.60657 1.24768 0.1 0.0 0.1
H -2.62854 0.52636 2.10224 0.1 -0.1 0.0
H -1.90154 -0.92033 1.37380 0.0 0.1 0.0
H -3.36843 -0.21840 0.70310 0.0 0.0 -0.1
```
Forces are in eV/Å.

The calculation puts the frontier orbital gap at 11.61 eV. The total charge is +1. For the energy above the lowest of the compared OMol25 structures with the same formula, charge and spin, the calculation gives 15.2 kcal per mole. The max |F| is 0.8 eV/A. For the calculated total energy, the calculation gives -6836.7567 eV. The calculation puts the HOMO energy at -15.0 eV.

=====

No. 6
Below is a cluster of 2 separate species, C3H12NO in total at a distorted geometry, with properties calculated with ωB97M-V with the def2-TZVPD basis set.

Geometry as XYZ:
```
17
Properties=species:S:1:pos:R:3:forces:R:3
C -0.27487 -0.43182 3.02163 0.4 -1.3 -0.8
N 0.66729 0.19037 1.98005 2.3 -2.0 -1.1
H -1.28322 -0.55866 2.59233 0.8 -0.8 -0.1
H -0.41780 0.40087 3.59986 -0.4 1.8 2.1
H 0.15655 -1.25176 3.70829 -0.6 1.1 -1.9
H 0.73682 1.13137 2.20727 -0.2 2.5 0.4
H 1.68036 -0.06279 2.05372 -0.9 -0.5 0.5
H 0.60203 0.14859 0.89362 -1.3 -0.8 0.7
C -0.24857 0.47250 -1.76550 -0.9 0.4 1.1
O 0.31786 -0.41738 -0.65775 0.0 0.5 -1.6
C -0.21139 -0.03442 -3.21791 2.1 -0.4 1.1
H 0.17194 1.50275 -1.60450 0.1 -1.3 -0.3
H -1.25886 0.53640 -1.42111 -0.9 0.4 -0.1
H -0.18051 -1.25283 -0.70431 0.3 0.4 0.0
H -0.75594 -1.00158 -3.37842 0.9 0.7 0.3
H 0.91024 -0.05216 -3.37325 -1.3 -0.7 -0.7
H -0.61193 0.68058 -3.93401 -0.1 0.3 0.4
```
Forces are in eV/Å.

The calculation puts the frontier orbital gap at 11.26 eV. The total charge is +1. For the energy above the lowest of the compared OMol25 structures with the same formula, charge and spin, the calculation gives 46.4 kcal per mole. The max |F| is 3.2 eV/A. For the calculated total energy, the calculation gives -6835.4021 eV. The calculation puts the HOMO energy at -14.7 eV.